The following is a DFT calculation (ωB97M-V/def2-TZVPD) of C24H33NO4Rh as an isolated structure at a distorted geometry.

Atoms and positions in Å:
Rh1 -0.347 -0.792 -0.426
C1 -0.816 0.794 -2.288
C2 -1.180 -0.577 -2.368
C3 0.096 -1.331 -2.473
C4 1.120 -0.371 -2.362
C5 0.582 0.935 -2.305
C6 1.345 2.217 -2.363
C7 0.617 3.323 -1.590
C8 1.405 2.589 -3.863
C9 2.766 2.043 -1.819
C10 0.406 -2.824 -2.698
C11 1.898 -2.996 -3.027
C12 0.142 -3.637 -1.416
C13 -0.381 -3.392 -3.884
C14 -2.669 -0.969 -2.467
C15 -3.024 -2.302 -1.801
C16 -3.511 0.102 -1.753
C17 -3.060 -0.989 -3.956
H1 -1.516 1.613 -2.231
H2 2.175 -0.594 -2.370
H3 -0.348 3.565 -2.038
H4 1.222 4.229 -1.604
H5 0.458 3.034 -0.549
H6 0.404 2.723 -4.278
H7 1.920 1.819 -4.442
H8 1.951 3.527 -3.972
H9 2.751 1.688 -0.786
H10 3.281 3.003 -1.840
H11 3.350 1.344 -2.422
H12 2.539 -2.736 -2.180
H13 2.193 -2.404 -3.896
H14 2.081 -4.043 -3.263
H15 0.608 -3.173 -0.544
H16 0.611 -4.619 -1.510
H17 -0.913 -3.792 -1.213
H18 -0.155 -2.833 -4.796
H19 -1.455 -3.379 -3.737
H20 -0.082 -4.429 -4.043
H21 -2.755 -2.308 -0.744
H22 -2.574 -3.162 -2.285
H23 -4.106 -2.434 -1.853
H24 -3.149 0.286 -0.741
H25 -4.539 -0.250 -1.677
H26 -3.535 1.049 -2.296
H27 -2.530 -1.766 -4.503
H28 -2.831 -0.029 -4.425
H29 -4.132 -1.170 -4.055
O1 -0.998 -1.605 1.437
C18 -0.347 -0.688 2.076
O2 0.312 0.140 1.388
C19 -0.389 -0.615 3.544
C20 -1.210 -1.478 4.266
C21 -1.247 -1.395 5.649
C22 -0.466 -0.457 6.309
C23 0.340 0.385 5.566
C24 0.396 0.329 4.193
N1 1.178 1.384 6.267
O3 1.144 1.389 7.477
O4 1.842 2.130 5.580
H30 -1.813 -2.202 3.736
H31 -1.881 -2.060 6.218
H32 -0.478 -0.370 7.386
H33 1.037 0.999 3.640

charge = +1
HOMO-LUMO gap (alpha / beta) = 6.712 / 6.788 eV



The following is a DFT calculation (ωB97M-V/def2-TZVPD) of C19H31ClI2P3Tm as an isolated structure at a distorted geometry.

Atoms and positions in Å:
I1 0.617 0.202 -4.867
I2 2.825 -0.213 -3.406
Tm1 0.245 -0.008 -0.265
P1 0.826 2.523 0.299
C1 2.398 2.706 1.190
C2 0.969 3.239 -1.394
H1 1.200 4.319 -1.328
H2 -0.264 4.517 1.259
H3 0.027 3.081 -1.944
H4 -1.455 3.267 0.688
H5 3.157 2.135 0.643
H6 1.716 2.676 -1.983
C3 -0.491 3.434 1.203
H7 2.684 3.760 1.266
H8 -0.634 3.012 2.215
H9 2.356 2.242 2.182
P2 -1.005 -2.384 -0.423
C4 -0.027 -3.781 0.222
C5 -2.685 -2.462 0.322
H10 -1.760 -1.747 -2.670
H11 -1.723 -3.552 -2.502
H12 -0.226 -2.523 -2.754
C6 -1.207 -2.604 -2.250
H13 -3.267 -1.599 -0.043
H14 -3.209 -3.409 0.079
H15 -0.481 -4.760 0.023
H16 0.152 -3.646 1.293
H17 -2.636 -2.313 1.417
H18 0.977 -3.726 -0.209
Cl1 -1.884 0.875 -1.060
C7 0.692 0.923 4.258
P3 0.208 0.001 2.717
C8 1.577 -1.281 2.657
C9 2.405 -1.324 1.515
C10 3.551 -2.124 1.519
C11 3.922 -2.848 2.664
C12 3.161 -2.778 3.827
C13 1.998 -1.976 3.823
C14 -1.305 -0.799 3.458
C15 -2.363 0.060 3.772
C16 -3.516 -0.406 4.445
C17 -3.594 -1.775 4.733
C18 -2.568 -2.664 4.369
C19 -1.416 -2.172 3.718
H19 1.741 1.268 4.254
H20 0.612 0.156 5.057
H21 -0.009 1.746 4.504
H22 2.344 -0.649 0.597
H23 4.146 -2.138 0.606
H24 4.822 -3.457 2.601
H25 3.469 -3.319 4.694
H26 1.438 -1.844 4.758
H27 -2.261 1.118 3.522
H28 -4.298 0.295 4.722
H29 -4.486 -2.142 5.246
H30 -2.648 -3.718 4.602
H31 -0.587 -2.828 3.443

<S²> = 2.002
charge = +2
HOMO-LUMO gap (alpha / beta) = 7.213 / 7.227 eV
2S+1 = 3